49
Properties=species:S:1:pos:R:3:lowdin_charge:R:1 method="wB97M-V/def2-TZVPD" gap_ev=4.8 relative_energy_kcal_mol=3.1 homo_ev=-0.56 spin_multiplicity=1 energy_ev=-41483.469 total_charge=-2
Rb 0.3203 -0.2111 -0.7797 0.653
O -3.9777 2.3667 -2.9496 0.045
C -3.9973 3.5800 -2.3922 -0.285
C -4.7343 4.5881 -3.0268 -0.037
C -4.8088 5.8532 -2.4763 -0.126
C -4.1490 6.1444 -1.2840 -0.126
C -3.4143 5.1449 -0.6623 -0.052
C -3.3182 3.8611 -1.1919 -0.074
C -2.5139 2.7743 -0.5074 -0.460
O -2.4598 1.6522 -1.0828 -0.066
N -1.9944 3.1247 0.6648 0.016
N -1.1890 2.1430 1.1730 0.001
C -1.0197 2.1992 2.4320 -0.136
C -0.1260 1.2498 3.1387 -0.276
C 0.0273 1.3666 4.5181 -0.059
C 0.8549 0.4773 5.1851 -0.104
C 1.5124 -0.5022 4.4629 -0.078
C 1.3098 -0.5467 3.0864 -0.113
N 0.5089 0.3030 2.4457 0.099
H -3.4172 1.8197 -2.3173 0.062
H -5.2392 4.3416 -3.9529 0.104
H -5.3849 6.6218 -2.9807 0.085
H -4.2049 7.1349 -0.8493 0.080
H -2.8850 5.3334 0.2632 0.095
H -1.5331 2.9622 3.0208 0.099
H -0.5015 2.1490 5.0500 0.095
H 0.9844 0.5533 6.2591 0.091
H 2.1711 -1.2172 4.9382 0.091
H 1.8114 -1.2757 2.4507 0.077
C 1.2903 -4.2301 -2.8785 -0.022
C 1.2691 -3.7284 -1.4433 -0.411
O 0.3390 -3.0201 -1.0965 -0.066
C 2.3554 -4.1251 -0.5240 -0.105
C 2.9608 -5.3713 -0.7135 -0.089
C 3.9264 -5.8768 0.1362 -0.152
C 4.3238 -5.0635 1.2153 -0.144
C 3.7882 -3.8170 1.4146 -0.040
C 2.7779 -3.2489 0.5488 -0.402
O 2.3567 -2.0767 0.7164 -0.125
H 0.7552 -3.5084 -3.4918 0.081
H 0.7731 -5.1930 -2.9397 0.078
H 2.3046 -4.3584 -3.2545 0.077
H 2.6359 -5.9788 -1.5533 0.095
H 4.3585 -6.8564 -0.0234 0.069
H 5.0844 -5.4267 1.9012 0.081
H 4.1200 -3.1890 2.2355 0.093
F 1.2976 -0.3069 -4.9237 -0.046
B 1.7578 0.3477 -3.7910 -0.636
F 2.8928 1.0365 -4.1702 -0.038

***

110
Properties=species:S:1:pos:R:3:lowdin_spin:R:1 method="wB97M-V/def2-TZVPD" gap_ev="5.7 / 6.3" homo_ev="-10.00 / -10.39" spin_multiplicity=2 energy_ev=-137191.440 total_charge=+1
Pd -0.1929 2.7491 0.1431 0.693
N -8.3818 3.9280 1.4971 0.000
C -7.0659 3.9666 1.1908 0.000
C -6.1139 4.2326 2.1879 0.000
C -4.7728 4.1912 1.8961 0.000
C -4.3483 3.8835 0.6080 0.000
C -5.2740 3.6920 -0.4062 0.000
C -6.6201 3.7479 -0.1227 0.000
S -2.6285 3.5242 0.4273 0.004
O -2.2741 3.2024 -0.9444 0.025
O -1.7948 4.5197 1.0559 0.009
N -2.5087 2.1170 1.3169 0.037
C -1.8117 2.3939 2.4712 0.004
N -0.4733 2.4528 2.3781 0.083
C 0.2068 2.9685 3.3940 0.011
C -0.4323 3.3680 4.5584 0.005
C -1.7965 3.1270 4.6121 0.001
N -2.4767 2.6593 3.5781 0.003
H -8.6876 4.0129 2.4497 0.000
H -9.0634 3.6973 0.7984 0.000
H -6.4464 4.4624 3.1892 0.000
H -4.0367 4.3689 2.6630 0.000
H -4.9418 3.5024 -1.4134 0.000
H -7.3472 3.6150 -0.9088 0.000
H 1.2774 3.0556 3.2510 0.001
H 0.1013 3.8155 5.3799 0.001
H -2.3853 3.3354 5.4938 0.000
C 0.9215 -6.6941 0.9188 0.000
C 1.3419 -5.2873 0.6281 0.002
C 0.8766 -4.6079 -0.4859 -0.003
C 1.2383 -3.2890 -0.7294 -0.006
C 0.7118 -2.6136 -1.9616 0.000
C 2.1035 -2.6317 0.1492 -0.049
Te 2.2581 -0.3994 0.2603 -0.009
N 1.7452 1.7194 0.4492 -0.208
C 2.4371 2.7332 0.0385 -0.016
O 1.7778 3.7768 -0.2863 -0.089
C 3.9098 2.6655 -0.0955 -0.004
C 4.6699 1.8581 0.7477 0.001
C 6.0421 1.7763 0.5772 0.000
C 6.6611 2.4844 -0.4394 0.000
C 5.9093 3.2996 -1.2683 0.000
C 4.5402 3.3919 -1.0995 -0.002
C 2.8943 -0.0403 -1.7230 0.004
C 4.1817 -0.5037 -1.9930 0.001
C 4.9573 -1.2214 -0.9354 0.000
C 4.7190 -0.3331 -3.2586 0.000
C 3.9958 0.2993 -4.2575 0.001
C 4.5235 0.4198 -5.6503 0.000
C 2.7393 0.8005 -3.9455 0.001
C 2.1587 0.6474 -2.6913 0.004
C 0.7721 1.1841 -2.4903 0.026
C 2.6270 -3.3303 1.2424 -0.003
C 3.6736 -2.7418 2.1406 -0.002
C 2.2339 -4.6406 1.4701 -0.002
H 0.1432 -7.0213 0.2334 0.000
H 0.5508 -6.7733 1.9400 0.000
H 1.7754 -7.3648 0.8255 0.000
H 0.2127 -5.1134 -1.1754 0.000
H 0.4715 -3.3661 -2.7113 0.000
H 1.4528 -1.9314 -2.3741 0.000
H -0.2013 -2.0521 -1.7411 0.001
H 4.1902 1.3402 1.5731 0.000
H 6.6399 1.1732 1.2438 0.000
H 7.7308 2.4138 -0.5724 0.000
H 6.4033 3.8735 -2.0365 0.000
H 3.9455 4.0265 -1.7370 -0.001
H 4.8942 -0.6779 0.0142 0.000
H 6.0047 -1.3059 -1.2140 0.000
H 4.5470 -2.2228 -0.7905 0.000
H 5.7064 -0.7168 -3.4666 0.000
H 5.4952 -0.0558 -5.7434 0.000
H 4.6091 1.4665 -5.9347 0.000
H 3.8365 -0.0592 -6.3465 0.000
H 2.1845 1.3148 -4.7160 0.000
H 0.3150 1.3778 -3.4587 0.000
H 0.7773 2.1518 -1.9454 0.008
H 0.1382 0.4807 -1.9392 0.018
H 3.6245 -1.6527 2.1624 -0.002
H 4.6615 -3.0270 1.7837 0.000
H 3.5668 -3.1199 3.1525 0.000
H 2.6318 -5.1723 2.3220 0.000
C -2.6445 -3.6959 2.6164 0.001
C -1.3758 -2.8954 2.8896 0.002
C -1.0402 -1.8780 1.7947 0.002
C -2.0431 -0.7388 1.7450 0.079
Ge -1.8524 0.6336 0.1861 0.242
C -3.5903 0.4300 -0.9409 0.080
C -3.5863 -0.6623 -2.0018 0.004
C -3.5378 -2.0894 -1.4598 0.000
C -3.5501 -3.1121 -2.5925 0.000
H -2.7134 -4.5253 3.3158 0.000
H -2.6391 -4.1000 1.6069 0.000
H -3.5321 -3.0821 2.7366 0.000
H -0.5358 -3.5860 2.9682 0.000
H -1.4725 -2.3734 3.8442 0.000
H -0.9993 -2.3939 0.8318 0.000
H -0.0410 -1.4743 1.9971 0.000
H -2.0070 -0.1819 2.6823 0.001
H -3.0501 -1.1388 1.6202 0.008
H 0.6488 -0.4389 -0.0108 0.020
H -3.7403 1.3901 -1.4301 0.000
H -4.3935 0.2737 -0.2186 0.008
H -2.7420 -0.5095 -2.6785 0.001
H -4.4974 -0.5559 -2.6003 0.002
H -4.4010 -2.2669 -0.8153 0.000
H -2.6364 -2.2166 -0.8515 0.000
H -4.3899 -2.9316 -3.2581 0.000
H -3.6394 -4.1219 -2.2040 0.000
H -2.6367 -3.0558 -3.1761 0.000